Here is C5H8N2O2 as an isolated structure from OMol25. Energies are from the ωB97M-V functional and the def2-TZVPD basis.

For the gap between HOMO and LUMO, the calculation gives 8.134 eV. The HOMO energy is -8.24 eV. The charge is 0.

CARTESIAN COORDINATES (ANGSTROEM)
C: -0.186 -1.238 -0.199
N: -1.219 -1.775 0.580
C: 0.836 0.586 0.971
C: 2.132 0.341 1.161
O: 0.552 -1.959 -0.852
H: -1.536 -1.229 1.366
H: -1.111 -2.763 0.751
H: -0.102 0.570 1.491
H: 2.501 -0.658 1.378
H: 2.888 1.103 0.982
C: 0.476 1.624 -0.359
C: -1.610 0.264 -1.578
N: -0.624 0.069 -0.824
O: -0.284 2.581 -0.348
H: 1.433 1.726 -0.899
H: -1.850 1.301 -1.801
H: -2.297 -0.544 -1.821

These are the Löwdin partial charges, in e, on atoms 1 to 6: C -0.539; N 0.158; C -0.134; C 0.003; O 0.077; H 0.094

=====

Here is a 3-piece molecular cluster, C5H8N2O2 overall from OMol25. Energies are from the ωB97M-V functional and the def2-TZVPD basis.

For the gap between HOMO and LUMO, the calculation gives 6.574 eV. The HOMO energy is -9.57 eV. The charge is 0.

CARTESIAN COORDINATES (ANGSTROEM)
C: 1.801 -1.108 -0.395
C: 0.363 0.516 0.081
C: -0.841 1.348 -0.260
C: -2.173 0.927 -0.170
C: -2.691 -0.478 -0.040
H: 3.686 -0.648 0.039
H: 2.652 0.734 1.728
H: 2.104 -2.217 -1.342
H: 0.765 0.852 1.164
H: 1.493 0.957 -0.381
H: -0.468 2.388 -0.224
H: -2.987 1.577 -0.285
H: -1.057 -1.513 0.487
N: 2.839 -0.205 -0.144
N: 0.483 -0.831 -0.273
O: -2.030 -1.758 0.338
O: -3.939 -0.542 -0.324

These are the Löwdin partial charges, in e, on atoms 1 to 6: C -0.300; C -0.348; C -0.036; C 0.005; C -0.336; H 0.000

=====

Here is C5H8N2O2 as an isolated structure from OMol25. Energies are from the ωB97M-V functional and the def2-TZVPD basis.

For the gap between HOMO and LUMO, the calculation gives 8.572 eV. The HOMO energy is -8.20 eV. The charge is 0.

CARTESIAN COORDINATES (ANGSTROEM)
C: 1.238 0.270 0.715
C: 1.024 -0.582 -0.504
C: -0.671 0.416 -1.057
C: -0.123 -0.361 0.988
N: -0.718 1.787 -1.032
C: -0.923 -0.413 2.065
O: 1.969 -0.993 -1.378
N: -1.410 -0.246 -1.864
O: 0.255 -1.510 0.158
H: 1.819 -1.937 -1.548
H: -0.618 2.218 -0.124
H: -1.493 2.172 -1.561
H: -1.189 -1.243 -1.800
H: 1.284 1.348 0.588
H: 2.059 -0.083 1.355
H: -1.713 -1.148 2.134
H: -0.790 0.305 2.864

These are the Löwdin partial charges, in e, on atoms 1 to 6: C -0.014; C -0.440; C -0.382; C -0.329; N 0.085; C 0.120

=====

Here is one molecule with the formula C5H8N2O2 from OMol25. Energies are from the ωB97M-V functional and the def2-TZVPD basis.

The SMILES is C=C1C[C@H]1[C@](N)(O)N=O. For the gap between HOMO and LUMO (alpha / beta), the calculation gives 8.600 / 8.600 eV. The HOMO energy (alpha / beta) is -9.17 / -9.17 eV. The charge is 0.

CARTESIAN COORDINATES (ANGSTROEM)
C: -0.197 -1.721 0.429
C: 1.061 0.665 0.086
C: -1.121 -0.682 0.165
N: 1.365 0.235 -1.256
C: 0.088 -0.223 0.814
C: -2.343 -0.430 -0.254
O: 2.289 0.620 0.787
N: 0.367 2.048 0.138
O: -0.384 2.279 -0.812
H: 2.156 1.135 1.597
H: 0.528 0.341 -1.822
H: 2.045 0.889 -1.630
H: -0.435 -2.409 1.229
H: 0.328 -2.148 -0.415
H: -0.034 0.041 1.858
H: -2.980 -1.224 -0.629
H: -2.730 0.583 -0.285

These are the Löwdin partial charges, in e, on atoms 1 to 6: C -0.019; C -0.588; C -0.332; N 0.127; C -0.146; C 0.080

=====

Here is a 2-piece molecular cluster, C5H8N2O2 overall from OMol25. Energies are from the ωB97M-V functional and the def2-TZVPD basis.

For the gap between HOMO and LUMO (alpha / beta), the calculation gives 7.525 / 7.132 eV. The HOMO energy (alpha / beta) is -6.73 / -6.35 eV. The charge is 0.

CARTESIAN COORDINATES (ANGSTROEM)
C: 0.626 0.007 1.288
C: -0.120 1.503 -2.547
C: 0.925 -0.103 -0.846
C: 0.966 0.397 2.624
C: -1.183 -1.148 -1.442
N: -0.361 -0.721 0.833
N: -0.107 -0.919 -0.467
O: -0.103 1.150 -3.710
O: 1.459 0.478 0.327
H: -0.393 2.578 -2.277
H: 1.675 -0.232 -1.663
H: 0.839 -0.371 3.346
H: 0.292 1.190 2.993
H: 2.048 0.720 2.539
H: -1.504 -0.125 -1.712
H: -0.819 -1.821 -2.340
H: -2.118 -1.596 -0.896

These are the Löwdin partial charges, in e, on atoms 1 to 6: C -0.403; C -0.171; C -0.080; C 0.000; C -0.042; N 0.154

=====

Here is a 3-piece molecular cluster, C5H8N2O2S overall from OMol25. Energies are from the ωB97M-V functional and the def2-TZVPD basis.

The SMILES is Cc1cscn1.O=C=O.N. For the gap between HOMO and LUMO, the calculation gives 9.729 eV. The HOMO energy is -9.14 eV. The charge is 0.

CARTESIAN COORDINATES (ANGSTROEM)
C: -1.807 -1.228 -0.946
C: -3.707 1.786 -0.266
C: -2.161 -0.855 1.350
C: -1.249 0.033 0.798
C: -0.381 1.122 1.390
N: -1.053 -0.203 -0.526
N: 2.383 -0.963 -2.052
O: -3.462 1.729 -1.384
O: -3.993 1.864 0.836
S: -2.753 -2.053 0.226
H: -1.878 -1.592 -2.034
H: -2.369 -1.091 2.323
H: 0.228 1.477 0.572
H: 0.069 0.595 2.154
H: -1.069 1.859 1.821
H: 1.659 -0.637 -1.502
H: 2.573 -0.203 -2.572
H: 3.155 -0.955 -1.437

These are the Löwdin partial charges, in e, on atoms 1 to 6: C -0.488; C -0.460; C -0.356; C -0.447; C -0.011; N 0.009

=====

Here is one molecule with the formula C5H8N2O2S from OMol25. Energies are from the ωB97M-V functional and the def2-TZVPD basis.

The SMILES is C[S@@](=N)(=O)Oc1cc[nH]c1. For the gap between HOMO and LUMO, the calculation gives 9.246 eV. The HOMO energy is -8.46 eV. The charge is 0.

CARTESIAN COORDINATES (ANGSTROEM)
C: -1.774 -0.356 0.771
C: -3.005 0.283 0.486
C: -1.587 1.062 -1.017
C: -0.873 0.194 -0.222
C: 2.798 -1.000 -0.755
N: -2.826 1.178 -0.482
N: 1.396 -0.831 1.721
O: 0.465 -0.138 -0.512
O: 2.300 1.294 0.519
S: 1.779 -0.065 0.443
H: -1.506 -1.066 1.485
H: -4.074 0.144 0.795
H: -1.064 1.807 -1.718
H: 2.618 -1.914 -1.175
H: 2.959 -0.267 -1.488
H: 3.688 -1.117 -0.205
H: -3.540 1.713 -0.901
H: 2.244 -0.923 2.252

These are the Löwdin partial charges, in e, on atoms 1 to 6: C 0.010; C -0.129; C -0.074; C -0.283; C -0.100; N -0.008

=====

Here is an isolated ion of composition C5H8N2O2S and charge +2 from OMol25. Energies are from the ωB97M-V functional and the def2-TZVPD basis.

For the gap between HOMO and LUMO (alpha / beta), the calculation gives 9.750 / 9.750 eV. The HOMO energy (alpha / beta) is -20.30 / -20.30 eV. The charge is +2.

CARTESIAN COORDINATES (ANGSTROEM)
C: -1.637 0.182 0.436
C: 0.477 0.952 -0.547
C: -1.585 1.654 0.293
C: -0.081 -1.727 -0.102
C: 1.412 -1.568 -0.511
N: -0.338 1.900 -0.369
N: -0.701 -0.549 0.097
O: 3.083 0.466 -0.488
O: 1.588 0.405 1.474
S: 1.994 -0.004 0.163
H: -2.481 -0.101 0.995
H: -2.494 1.881 -0.302
H: -1.678 2.179 1.255
H: -0.598 -2.249 -0.935
H: -0.200 -2.363 0.787
H: 1.994 -2.478 -0.272
H: 1.427 -1.439 -1.547
H: -0.184 2.861 -0.426

These are the Löwdin partial charges, in e, on atoms 1 to 6: C 0.021; C 0.180; C -0.021; C -0.159; C -0.108; N 0.146

=====

Here is a 2-piece molecular cluster, C5H8N2O3 overall from OMol25. Energies are from the ωB97M-V functional and the def2-TZVPD basis.

The SMILES is Nc1cocc1N.O=CO. For the gap between HOMO and LUMO, the calculation gives 8.817 eV. The HOMO energy is -8.29 eV. The charge is 0.

CARTESIAN COORDINATES (ANGSTROEM)
N: 1.301 0.334 1.909
C: -0.020 0.290 1.463
C: -1.154 0.775 2.051
O: -2.253 0.352 1.372
C: -1.831 -0.351 0.296
C: -0.479 -0.518 0.362
N: 0.392 -1.224 -0.482
C: 0.496 0.705 -2.351
O: -0.101 1.526 -3.013
H: 1.977 0.501 1.170
H: 1.453 0.964 2.687
H: -1.325 1.294 2.989
H: -2.529 -0.448 -0.528
H: 1.160 -1.689 -0.007
H: 1.222 1.026 -1.576
H: -0.176 -1.716 -1.333
O: 0.683 -0.676 -2.870
H: 1.183 -1.147 -2.139

These are the Löwdin partial charges, in e, on atoms 1 to 6: N 0.091; C -0.284; C -0.070; O -0.014; C -0.075; C -0.287

=====

Here is a 2-piece molecular cluster, C5H8N2O3 overall from OMol25. Energies are from the ωB97M-V functional and the def2-TZVPD basis.

The SMILES is O=c1cc[nH]c(=O)[nH]1.CO. For the gap between HOMO and LUMO, the calculation gives 10.213 eV. The HOMO energy is -9.91 eV. The charge is 0.

CARTESIAN COORDINATES (ANGSTROEM)
C: 0.220 -2.395 1.458
C: -0.661 -0.153 -1.070
C: -0.494 0.325 0.258
C: 0.141 1.453 0.503
C: 0.650 1.881 -1.825
H: -1.024 -1.363 2.256
H: 0.823 -3.199 1.492
H: -0.291 -2.452 0.455
H: 0.847 -1.405 1.268
H: -0.400 0.484 -3.025
H: -1.081 -0.118 1.053
H: 0.233 1.841 1.521
H: 1.145 3.112 -0.296
N: -0.108 0.743 -2.049
N: 0.777 2.197 -0.494
O: -0.715 -2.303 2.582
O: -1.264 -1.135 -1.383
O: 1.200 2.486 -2.704

These are the Löwdin partial charges, in e, on atoms 1 to 6: C -0.166; C -0.465; C -0.057; C -0.048; C -0.539; H 0.086

=====

Table of relative energy (zero: lowest compared OMol25 entry of this formula, charge and spin) (eV), in record order: 6.109 10.403 5.602 5.450 6.025 1.147 4.056 2.535 2.684 0.875
Table of F_max (eV/A), in record order: 5.25 5.50 4.10 3.42 2.86 4.45 3.63 7.42 4.07 4.48